1.
26
Properties=species:S:1:pos:R:3 method="wB97M-V/def2-TZVPD" orbital_gap_ev=9.0 smiles="CC(=O)O[Si](C)(C)C.CP=O" homo_energy_ev=-8.3 total_charge=0 largest_force_ha_per_bohr=0.0826 lumo_ev=0.696
C 1.05 -2.11 0.90
C 0.43 -0.73 0.76
O 1.06 0.29 0.79
O -0.82 -0.84 0.68
Si -1.84 0.23 -0.16
C -2.73 -0.61 -1.58
C -2.90 0.83 1.30
C -0.93 1.75 -0.80
H 0.46 -2.74 0.22
H 2.18 -2.16 0.93
H 0.58 -2.42 1.91
H -2.49 -0.02 -2.46
H -2.25 -1.65 -1.61
H -3.78 -0.80 -1.53
H -2.31 0.83 2.31
H -3.16 1.83 1.19
H -3.72 0.06 1.39
H -1.57 2.34 -1.57
H -0.41 2.42 -0.05
H 0.04 1.31 -1.33
C 4.27 0.59 0.15
P 2.69 0.58 -0.88
O 2.47 -0.75 -1.38
H 4.19 1.34 0.94
H 4.35 -0.45 0.42
H 5.12 0.87 -0.56

2.
60
Properties=species:S:1:pos:R:3 method="wB97M-V/def2-TZVPD" orbital_gap_ev="4.3 / 4.2" homo_energy_ev="-20.1 / -20.1" total_charge=+4 largest_force_ha_per_bohr=0.0129 lumo_ev="-15.844 / -15.893"
Mo 2.07 0.18 -1.59
O 0.41 0.68 -1.97
P -1.16 0.65 -1.30
C -0.96 -0.48 0.12
P 0.50 -0.66 1.21
O 1.78 -0.31 0.10
C 0.74 -2.32 1.69
C 0.16 -2.69 2.92
C 0.24 -4.01 3.32
C 0.89 -4.94 2.52
C 1.46 -4.57 1.30
C 1.38 -3.27 0.87
C 0.58 0.52 2.47
C 1.55 0.33 3.48
C 1.64 1.24 4.51
C 0.76 2.32 4.56
C -0.21 2.51 3.57
C -0.30 1.62 2.52
C -1.49 2.31 -0.86
C -0.57 3.36 -0.96
C -0.97 4.64 -0.62
C -2.27 4.86 -0.18
C -3.19 3.82 -0.08
C -2.81 2.54 -0.43
C -2.19 -0.10 -2.48
C -3.20 -0.99 -2.08
C -4.10 -1.45 -3.02
C -3.99 -1.04 -4.35
C -2.99 -0.16 -4.75
C -2.09 0.33 -3.82
H -1.14 -1.49 -0.26
H -1.79 -0.25 0.81
H -0.32 -1.96 3.55
H -0.19 -4.31 4.27
H 0.96 -5.97 2.85
H 1.96 -5.32 0.70
H 1.82 -2.98 -0.07
H 2.22 -0.53 3.45
H 2.38 1.10 5.29
H 0.82 3.02 5.38
H -0.89 3.34 3.64
H -1.06 1.77 1.76
H 0.43 3.20 -1.33
H -0.28 5.46 -0.71
H -2.59 5.87 0.07
H -4.20 4.01 0.25
H -3.54 1.74 -0.40
H -3.30 -1.32 -1.05
H -4.89 -2.13 -2.72
H -4.70 -1.41 -5.08
H -2.92 0.15 -5.78
H -1.34 1.05 -4.13
S 3.96 1.33 -2.02
C 4.17 -0.40 -2.39
S 2.80 -1.23 -3.15
C 5.33 -1.12 -2.08
C 5.46 -2.48 -2.46
N 5.53 -3.60 -2.74
C 6.42 -0.48 -1.45
N 7.26 0.06 -0.88

3.
24
Properties=species:S:1:pos:R:3 method="wB97M-V/def2-TZVPD" orbital_gap_ev="8.1 / 4.1" homo_energy_ev="-17.6 / -17.6" total_charge=+2 largest_force_ha_per_bohr=0.0842 lumo_ev="-9.527 / -13.525" spin_multiplicity=2
C -2.40 1.02 -0.59
C -1.22 0.26 -0.99
C -1.18 -0.63 -2.01
N 0.02 0.53 -0.19
H -3.24 0.37 -0.31
H -2.32 1.74 0.24
H -2.85 1.63 -1.36
H -0.20 -1.17 -2.18
H -1.93 -0.88 -2.74
H -0.33 0.99 0.69
H 0.76 1.19 -0.55
H 0.48 -0.28 0.29
H 1.91 -1.79 2.81
H 1.79 -2.03 1.41
O 1.57 -1.32 2.04
H -2.13 -1.90 -0.17
H -1.39 -3.07 0.60
O -1.30 -2.18 0.23
H 1.03 2.59 2.59
H 2.11 1.75 3.02
O 1.88 2.29 2.25
H 2.97 -0.35 -2.14
H 3.28 1.00 -1.54
O 2.71 0.23 -1.40

4.
16
Properties=species:S:1:pos:R:3 method="wB97M-V/def2-TZVPD" orbital_gap_ev=9.7 smiles="[H]/N=C1/N[C@@H]2C[C@H]2CS1" homo_energy_ev=-8.8 total_charge=0 largest_force_ha_per_bohr=0.0211 lumo_ev=0.819
H -2.03 2.11 1.16
N -1.07 1.92 1.45
C -0.52 1.01 0.78
N 0.81 0.64 1.04
C 1.13 -0.66 0.54
C 2.23 -1.21 -0.31
C 0.98 -0.66 -0.95
C -0.39 -1.13 -1.35
S -1.49 0.13 -0.52
H 1.04 0.91 1.99
H 0.57 -1.45 1.01
H 2.45 -2.26 -0.19
H 3.13 -0.61 -0.52
H 1.18 0.32 -1.38
H -0.64 -1.09 -2.44
H -0.63 -2.11 -0.97

5.
58
Properties=species:S:1:pos:R:3 method="wB97M-V/def2-TZVPD" orbital_gap_ev="6.0 / 5.5" homo_energy_ev="-12.1 / -15.9" total_charge=+2 largest_force_ha_per_bohr=0.0857 lumo_ev="-6.138 / -10.373" spin_multiplicity=6
C 0.08 -1.19 -5.04
C 0.74 0.20 -5.05
H 0.76 -2.00 -5.33
H -0.76 -1.17 -5.75
H -0.46 -1.55 -4.08
H 1.01 0.76 -4.08
H 1.74 0.13 -5.49
H 0.10 0.89 -5.60
Ir 0.17 -0.30 -3.03
C -1.17 1.27 -3.21
H -0.63 2.13 -3.62
H -1.65 1.56 -2.28
H -1.93 0.95 -3.93
I 1.73 -2.32 -2.33
C -4.82 -1.31 1.86
C -3.40 -1.85 2.05
C -2.84 -1.30 3.37
C -3.46 -3.38 2.13
C -2.52 -1.45 0.86
C -2.93 -1.81 -0.43
C -2.14 -1.50 -1.53
N -0.99 -0.83 -1.39
C -0.58 -0.42 -0.16
C -1.32 -0.75 1.00
C 0.64 0.36 -0.17
C 1.35 0.77 0.97
C 2.56 1.44 0.85
C 3.02 1.68 -0.45
C 2.29 1.27 -1.56
N 1.11 0.62 -1.42
C 3.38 1.94 2.04
C 4.82 1.43 1.94
C 3.39 3.48 2.01
C 2.78 1.48 3.37
H -5.43 -1.62 2.72
H -5.29 -1.71 0.95
H -4.83 -0.22 1.80
H -3.49 -1.62 4.19
H -1.83 -1.69 3.56
H -2.81 -0.21 3.36
H -3.89 -3.81 1.22
H -2.45 -3.81 2.26
H -4.08 -3.67 2.98
H -3.86 -2.35 -0.62
H -2.41 -1.79 -2.55
H -0.90 -0.40 1.94
H 0.90 0.52 1.94
H 3.97 2.19 -0.62
H 2.69 1.39 -2.56
H 5.31 1.76 1.02
H 5.40 1.80 2.79
H 4.84 0.33 1.96
H 2.37 3.87 2.09
H 3.99 3.87 2.84
H 3.83 3.85 1.08
H 1.76 1.87 3.50
H 2.76 0.39 3.43
H 3.40 1.86 4.20

6.
70
Properties=species:S:1:pos:R:3 method="wB97M-V/def2-TZVPD" orbital_gap_ev=8.9 smiles="C[C@@H](O)Cc1cccc2c1C(=O)c1ccccc1C2=O.CC(C)O.CC(C)O.CC(C)O" homo_energy_ev=-9.4 total_charge=0 largest_force_ha_per_bohr=0.0455 lumo_ev=-0.427
C -2.18 -2.15 3.00
C -3.25 -1.99 1.91
O -4.46 -1.58 2.57
C -2.95 -0.86 0.92
C -1.54 -0.89 0.32
C -0.81 -2.05 0.18
C 0.46 -2.04 -0.34
C 1.00 -0.85 -0.74
C 0.30 0.32 -0.65
C -0.99 0.31 -0.12
C -1.71 1.62 -0.07
O -2.92 1.75 -0.18
C -0.87 2.88 0.09
C -1.42 3.95 0.74
C -0.66 5.09 0.85
C 0.60 5.11 0.30
C 1.16 4.02 -0.33
C 0.40 2.87 -0.43
C 0.91 1.62 -1.08
O 1.82 1.65 -1.90
H -1.87 -1.18 3.38
H -1.27 -2.66 2.66
H -2.61 -2.76 3.80
H -3.48 -2.92 1.38
H -4.56 -2.07 3.39
H -3.71 -0.77 0.14
H -3.01 0.07 1.49
H -1.29 -2.97 0.50
H 1.01 -2.97 -0.41
H 2.02 -0.86 -1.12
H -2.42 3.94 1.16
H -1.08 5.95 1.36
H 1.20 6.02 0.35
H 2.15 4.01 -0.77
C -2.24 9.70 0.45
C -1.14 9.63 1.50
C -0.52 10.99 1.74
O -0.13 8.71 1.07
H -1.84 10.05 -0.51
H -2.67 8.71 0.28
H -3.04 10.38 0.76
H -1.55 9.24 2.43
H -0.06 11.38 0.83
H 0.27 10.92 2.49
H -1.27 11.71 2.09
H 0.24 9.04 0.25
C 3.66 -3.40 -3.66
C 2.96 -4.53 -2.91
C 2.51 -5.63 -3.86
O 1.83 -4.01 -2.20
H 2.98 -2.94 -4.38
H 3.97 -2.62 -2.96
H 4.54 -3.77 -4.19
H 3.64 -4.95 -2.16
H 1.79 -5.23 -4.59
H 2.00 -6.42 -3.31
H 3.35 -6.06 -4.40
H 1.22 -3.64 -2.85
C 2.00 -6.36 1.14
C 0.91 -7.39 0.86
C 1.32 -8.32 -0.27
O -0.30 -6.72 0.52
H 2.18 -5.74 0.26
H 1.69 -5.69 1.95
H 2.93 -6.84 1.43
H 0.71 -7.97 1.76
H 1.48 -7.76 -1.19
H 0.53 -9.05 -0.46
H 2.24 -8.86 -0.02
H -0.13 -6.20 -0.28